40 unconnected molecules or ions with the total composition H80O40. Source: the OMol25 dataset; level of theory: wB97M-V/def2-TZVPD.

Geometry as XYZ:
```
120
Properties=species:S:1:pos:R:3:forces:R:3:lowdin_charge:R:1
H 0.1956 2.7376 -2.4993 -0.038 0.547 -0.270 0.028
H 3.1419 -0.6943 3.8568 -0.445 -0.180 -0.715 0.056
H 0.5354 -3.1270 -3.1948 -0.575 0.751 -1.658 -0.018
H 3.1013 -1.9335 -4.3069 0.187 -0.121 0.076 0.046
H -5.8947 0.5889 -3.5072 0.029 0.723 -1.236 0.018
H -3.7128 -0.0486 2.7260 -0.709 0.767 0.209 0.088
O -0.7590 -0.0288 -4.7754 -0.155 0.341 0.791 -0.048
H 1.5212 1.5494 0.4128 0.682 -0.234 -0.085 0.015
O -3.6888 1.3307 -3.9071 0.263 0.563 -0.709 -0.058
O 2.3326 -0.9240 0.1689 -0.882 0.462 -0.348 -0.022
H -5.9009 1.8389 -2.4911 0.050 0.294 -0.712 0.031
O 3.9464 -1.1592 3.5903 -0.611 0.711 1.540 -0.031
H 4.8732 2.1849 1.4263 -0.137 0.449 -0.134 0.025
H 2.5288 2.4408 -0.5231 0.443 -0.668 0.583 0.049
O -3.6630 -2.5945 1.1641 -0.329 0.262 1.631 -0.076
O 2.6745 3.7445 2.6141 0.098 0.016 0.255 -0.029
H 0.5278 -4.6904 -0.2382 -0.544 -0.492 -0.160 -0.034
O 1.2053 0.1536 -6.5235 0.122 -0.228 -0.813 -0.057
H 3.9838 2.4788 2.7008 0.126 0.389 -0.720 -0.019
H -3.1052 -3.2309 2.7843 -0.648 -0.491 -0.104 0.013
H -0.2157 1.2021 -1.3539 -0.531 -0.735 0.222 0.018
H -3.1688 1.2858 -3.1019 0.188 -0.402 -0.111 0.027
O 0.9229 -5.0295 0.5547 2.117 -0.875 -0.001 -0.041
O -2.5104 -0.5734 -0.3568 -0.106 -0.123 0.448 -0.047
H -4.9135 -4.5480 -0.8219 -0.101 -0.095 0.067 0.043
O -0.2587 1.7717 1.6801 0.942 -0.361 1.410 -0.030
O 0.2818 2.8120 4.3731 0.063 3.176 0.915 -0.057
H -1.8984 4.9161 0.1307 -0.417 0.023 0.163 0.001
H 1.8377 3.2730 2.6719 -0.184 0.207 -0.453 0.007
H 2.1465 1.1770 6.0585 0.306 -0.377 0.122 0.052
H 1.0176 1.0881 -6.4317 0.277 0.099 0.267 0.032
H -3.7021 4.5049 -2.6974 0.319 -0.232 0.542 0.025
O -0.0589 0.3314 -0.9426 0.378 -0.033 0.077 -0.085
O 6.4909 0.1437 -2.3532 -2.074 1.102 -0.751 -0.056
H -1.1030 -0.8744 -4.4790 -0.381 0.005 -0.383 0.035
H 1.6942 -0.1494 -5.7494 0.044 0.261 0.142 0.005
O 5.1108 -1.5709 1.2592 -0.499 0.515 -0.634 -0.064
H 4.1074 -4.0138 3.9539 0.079 -0.367 0.376 0.034
H -3.8954 1.3601 0.7896 -0.485 -0.547 -0.644 -0.012
O 1.5977 -1.9350 -2.0998 -0.168 -0.589 -0.794 -0.058
H 2.4741 -2.0222 -1.7021 -0.181 0.050 0.383 0.052
H -6.1101 -2.6400 -1.9632 -0.165 -0.019 -0.096 0.037
O -5.8579 0.8943 -2.6221 -0.713 -1.304 2.425 -0.043
H 0.2964 -2.0634 -4.1995 0.323 0.031 -0.314 0.006
H -0.4771 -3.6096 0.1162 -0.045 0.391 0.055 0.035
O 4.5421 -3.9755 3.1010 -0.194 0.133 -0.113 -0.054
H -3.4566 -4.6464 -1.1479 0.356 0.109 0.062 0.060
H 1.8151 4.3232 -0.3123 0.162 0.335 0.973 -0.013
O -0.1879 4.9524 2.2673 0.071 -0.152 0.079 -0.049
H -0.2907 -3.8950 3.9509 -0.246 0.114 0.016 0.045
O 1.2932 0.8598 5.7463 1.983 -1.910 0.053 -0.030
H 1.0866 -4.2467 -2.6519 0.547 -1.044 0.086 -0.014
H 6.1353 1.0510 -2.3051 1.469 0.488 0.758 0.040
H -2.9994 -2.0786 0.7088 -0.532 0.138 -1.086 -0.006
H -0.9626 2.3476 1.4018 -0.433 -0.053 -0.604 0.052
O -3.0971 -4.0684 3.2914 0.274 0.207 0.092 -0.075
H 2.8372 4.3917 -3.4904 0.270 -0.488 -0.225 0.081
H -2.3227 0.5810 5.1890 -0.677 0.058 -0.572 0.079
H 2.9434 -4.0021 -0.4948 -0.440 -0.193 -0.330 0.004
O -5.4099 -2.1096 -1.5784 0.116 -0.217 -0.072 -0.044
O -4.2354 3.7140 -2.7890 -0.857 0.230 -0.558 -0.050
H 2.6621 4.4004 3.3182 -0.067 0.049 0.059 0.077
H -5.6358 -1.2065 -1.8262 -0.027 0.485 0.154 0.011
H 5.7166 -2.3074 1.1846 0.015 -0.124 0.386 0.042
H -3.2891 -4.7263 2.6130 -0.230 0.075 0.001 0.050
O 2.1894 3.9539 -2.9364 -0.716 0.039 -0.354 -0.026
O 3.2810 -0.9948 -4.4076 -0.402 0.523 -0.057 -0.029
O 1.6477 2.2889 -0.1827 -0.523 1.362 -0.868 -0.050
O -3.0882 0.5463 2.2795 0.202 -1.484 0.518 -0.047
O -0.4268 -4.2165 3.0588 1.076 -0.226 -0.761 -0.059
H -3.2455 4.6251 1.3180 0.134 0.087 0.086 0.005
H 2.2674 2.9979 -2.9128 0.437 -0.081 -0.453 0.055
H 1.4321 -5.7096 -2.8906 0.173 -0.114 -0.036 0.068
H -1.0993 5.4119 -0.9221 -0.142 0.444 -0.649 0.043
H 0.5851 5.4832 2.0509 0.000 0.054 -0.207 0.038
H 5.6379 -0.0776 -2.7772 0.614 -1.565 0.061 0.015
O -4.0510 -4.5751 -0.3946 -0.459 -0.682 -0.541 -0.043
H -1.6384 -0.9577 -0.2131 0.383 0.249 -0.388 0.015
H -0.8705 0.0705 -5.7231 0.055 -0.627 -0.136 0.045
O -3.6914 4.4483 2.1518 -0.305 -0.071 -0.318 -0.040
H -3.9103 2.9902 -2.2549 0.371 0.373 0.405 0.001
H 4.3241 -4.2685 -0.1774 0.529 -0.023 -0.228 0.038
H -1.3522 -4.0653 2.8282 -0.308 -0.082 0.731 -0.011
H 0.5593 -4.8808 1.4230 -0.899 0.573 0.379 -0.001
O -2.0464 5.3372 -0.7276 0.922 -0.427 0.456 -0.040
O 3.7986 -4.0159 -0.9458 -0.265 0.122 0.579 -0.054
H -2.6640 -0.7383 -1.2889 -0.186 -0.073 -0.160 0.058
H 2.0751 4.8686 -1.5806 0.405 0.643 -0.286 -0.042
H 0.8060 0.1548 -1.3363 0.084 -0.255 0.232 0.024
O -0.1521 1.9590 -2.9380 0.210 0.218 0.074 -0.044
H -0.3610 0.1428 3.4595 -1.026 -0.823 -0.335 -0.022
H -4.3569 2.6498 1.1129 -0.534 0.613 -0.109 -0.013
H -0.2845 2.1571 -3.8685 -0.169 -0.020 0.009 0.056
H -1.7069 1.1501 3.7790 -1.749 -0.253 -0.396 0.007
H -0.6276 2.4942 4.4299 0.601 -1.017 -0.459 0.041
O 0.8778 -5.1414 -2.3533 -0.132 0.268 0.303 -0.026
H 3.2504 -0.7831 0.3809 0.819 -0.394 0.689 0.026
H -4.3110 -3.0108 0.5681 1.020 0.506 -0.131 0.027
H 1.0086 2.3824 3.9473 -0.674 -1.489 -0.315 0.014
H 4.7426 -1.4649 2.1543 0.635 -0.108 -0.242 -0.028
H 0.9616 -1.8485 -1.3889 0.546 0.923 0.470 0.004
H -2.5747 -0.2085 1.9489 0.571 0.615 -0.641 0.037
H 0.7928 1.6293 5.8669 -1.802 1.737 -0.016 -0.015
O -4.5595 1.9864 0.4399 0.895 0.052 0.495 -0.073
H 0.1132 -3.0391 -1.2172 -0.395 -0.670 0.445 -0.009
H 4.4836 -0.8251 4.3232 0.768 -0.398 -0.362 0.090
H 4.0828 -3.2158 2.7275 0.134 -0.027 -0.295 -0.011
H 4.2200 -0.8371 -4.3032 0.117 -0.404 -0.188 0.029
H 1.8697 -1.3826 0.8747 0.405 0.002 0.373 0.062
H -3.6495 0.4869 -4.3491 0.417 -0.438 0.098 0.034
O -1.5688 0.8620 4.6796 1.376 0.878 1.144 -0.046
H -0.2249 0.9303 1.2106 -0.691 0.190 -0.570 0.027
O -0.0911 -0.7880 3.3398 1.359 1.307 -0.164 -0.066
O -0.7065 -3.2392 -0.7445 -0.582 0.719 -0.268 -0.019
H 0.1121 4.3750 2.9892 -0.407 0.072 -0.014 -0.008
O 2.2373 5.1259 -0.6632 -0.680 -0.498 0.413 -0.088
O 4.6146 1.8732 2.2889 0.214 -1.042 0.752 -0.065
H 0.7698 -0.5199 3.7101 0.301 -1.319 0.111 0.017
O 0.3088 -3.0277 -4.1498 -0.133 0.131 0.818 -0.057
H -4.5858 4.7444 1.9384 -0.063 0.009 0.292 0.059
```
Positions in Å, forces in eV/Å.

Properties
- lowest unoccupied orbital energy (eV) = -0.7
- Kohn-Sham gap (eV) = 9.656
- energy (eV) = -83196.308
- energy relative to the best compared isomer or geometry (same formula, charge and spin) (kJ/mol) = 917.33